{
  "formula": "C4H13NO",
  "method": "ωB97M-V/def2-TZVPD",
  "species": ["C", "N", "C", "C", "C", "H", "H", "H", "H", "H", "H", "H", "H", "H", "H", "H", "H", "H", "O"],
  "positions_angstrom": [[-1.2936, -0.4648, 0.0875], [-1.0403, 0.9147, -0.1455], [0.1900, 1.2685, -0.8432], [1.4052, 1.4570, 0.0583], [-0.6908, -1.0695, 1.3585], [-2.3623, -0.6082, 0.0885], [-0.7477, -1.0644, -0.7134], [-1.2049, 1.4853, 0.6728], [-0.5512, -1.6429, -1.3522], [-0.0152, 2.1405, -1.4603], [1.1372, 2.2566, 0.7701], [1.5637, 0.5477, 0.6214], [2.3281, 1.6638, -0.5477], [-1.0063, -2.1013, 1.6017], [-0.6642, -0.3565, 2.1984], [0.3649, -1.1463, 1.0116], [0.4847, 0.4506, -1.5281], [1.0195, -2.3399, -1.0378], [1.0830, -1.3907, -0.8406]],
  "forces_ev_per_a": [[-1.90, 0.48, 2.48], [0.35, 0.11, -0.98], [0.74, -0.60, -0.62], [-0.10, 0.66, -0.26], [1.97, -0.09, -0.82], [-0.50, -0.41, -0.46], [-1.08, 0.98, 0.64], [-0.02, -0.10, 0.08], [3.33, 0.36, 0.23], [0.11, 0.26, 0.08], [0.68, -0.02, -0.17], [0.20, -0.17, 0.09], [-0.85, 0.10, 0.72], [-0.24, 0.71, 0.04], [-0.59, -0.41, -0.21], [-0.51, -0.26, 0.89], [-0.60, 0.57, 0.22], [1.09, -0.14, 0.28], [-2.08, -2.01, -2.23]],
  "relative_energy_ev": 6.022,
  "e_tot_ev": -7890.639
}